# 1
76
Properties=species:S:1:pos:R:3:lowdin_charge:R:1 method="wB97M-V/def2-TZVPD" orbital_gap_ev=3.70 charge=+2 e_tot_ha=-4334.4672 homo_energy_ev=-13.140 e_lumo_ev=-9.441 relative_energy_kj_mol=1475.97 fmax_ev_per_a=4.05
Y 0.40021 0.32768 0.09199 2.3831
B 0.97124 4.18932 0.50093 -1.4590
F 0.53331 5.30832 -0.18575 0.1406
F 1.60418 3.24570 -0.32849 0.0761
F 1.84341 4.56185 1.38225 0.2462
F -0.14426 3.58993 1.03703 0.1199
C -0.48108 0.11796 6.38990 -0.2723
S 0.51153 1.25664 5.37175 0.8728
O 0.41439 0.92290 3.86724 -0.6351
C -0.49878 2.80274 5.70076 -0.2080
H -0.52348 0.31955 7.46025 0.0650
H -0.11760 -0.90080 6.25537 0.0452
H -1.54462 0.04047 6.16412 0.0535
H -0.18528 3.22409 6.65590 0.0589
H -1.56259 2.56671 5.67440 0.0501
H -0.25347 3.43152 4.84486 0.0484
C -1.73904 -4.90260 -3.14586 -0.2147
S -2.17738 -3.09370 -3.15704 0.8474
O -1.13044 -2.43489 -2.24319 -0.6409
C -1.70722 -2.88506 -4.90240 -0.2748
H -0.69379 -4.78522 -2.85988 0.0490
H -2.05310 -5.33616 -4.09533 0.0635
H -2.24656 -5.27513 -2.25606 0.0428
H -1.79529 -1.84049 -5.20109 0.0472
H -2.35598 -3.17058 -5.73046 0.0690
H -0.68504 -3.23979 -5.03431 0.0610
C 2.32931 -4.93898 2.78411 -0.2504
S 0.66601 -4.20826 2.94283 0.8849
O 0.84596 -2.98634 2.05405 -0.6657
C -0.30462 -5.51130 1.92233 -0.2153
H 2.83535 -4.62286 1.87191 0.0581
H 2.29402 -6.02283 2.67405 0.0535
H 2.90085 -4.67616 3.67426 0.0511
H 0.08771 -5.85012 0.96349 0.0571
H -1.37168 -5.28943 1.90597 0.0435
H -0.21586 -6.34685 2.61664 0.0378
C 2.96198 0.18486 -6.12653 -0.2440
S 2.31212 1.26469 -4.75352 0.8654
O 1.74587 0.56285 -3.49450 -0.6330
C 3.67802 2.40288 -4.38291 -0.2247
H 4.02502 -0.04345 -6.20338 0.0513
H 2.86073 0.62244 -7.11969 0.0546
H 2.45211 -0.76348 -6.29617 0.0505
H 4.23510 2.44640 -5.31879 0.0574
H 4.23848 1.94958 -3.56529 0.0597
H 3.19333 3.34746 -4.13600 0.0577
C 6.44759 -1.13740 1.35207 -0.2404
S 5.26754 0.18283 1.89292 0.8851
O 4.11993 0.12903 0.84676 -0.6436
C 6.45220 1.57320 1.68570 -0.2540
H 7.18463 -0.81057 0.61855 0.0540
H 5.84607 -1.91641 0.88365 0.0451
H 7.08792 -1.53330 2.14032 0.0583
H 7.25921 1.54105 2.41769 0.0664
H 5.90304 2.44646 2.03775 0.0455
H 6.84872 1.83355 0.70433 0.0670
C -5.62874 -1.03840 0.97659 -0.2768
S -4.53661 -0.31919 2.18133 0.8544
O -3.17742 -0.08331 1.50645 -0.6427
C -5.32232 1.38501 2.39624 -0.2052
H -5.20023 -2.02972 0.82908 0.0462
H -5.65096 -0.53589 0.00959 0.0622
H -6.60873 -1.22140 1.41731 0.0657
H -4.60622 1.90210 3.03493 0.0415
H -6.16059 1.12894 3.04418 0.0474
H -5.52558 1.98078 1.50638 0.0592
C -2.76113 4.72388 -2.71033 -0.2420
S -2.92489 2.91368 -2.98424 0.8766
O -2.27349 2.21755 -1.77943 -0.6264
C -4.70725 2.97673 -2.62701 -0.2695
H -3.61013 5.31950 -3.04580 0.0592
H -1.90518 5.14911 -3.23437 0.0514
H -2.61534 4.90195 -1.64490 0.0656
H -4.91485 1.92069 -2.45439 0.0366
H -5.39687 3.19815 -3.44155 0.0643
H -5.04339 3.63938 -1.82951 0.0647

***

# 2
88
Properties=species:S:1:pos:R:3:lowdin_charge:R:1 method="wB97M-V/def2-TZVPD" orbital_gap_ev=8.39 charge=+1 e_tot_ha=-3386.1973 homo_energy_ev=-12.073 e_lumo_ev=-3.683 fmax_ev_per_a=3.64
C -0.45002 -2.06227 0.36433 0.0341
C -1.03661 -0.93993 -0.26758 -0.2149
C -1.41326 0.26994 0.69537 -0.2996
P -3.08834 1.05526 0.34859 1.2014
C -4.57800 0.01089 0.86118 -0.4720
F -5.73265 0.58733 0.25731 0.0269
F -4.77010 0.08692 2.24872 0.0539
C -4.52560 -1.52262 0.44233 -0.2105
F -4.48884 -1.72097 -0.96202 0.0421
F -3.52423 -2.25989 1.12276 0.0227
H 0.14015 -2.85865 -0.17538 0.0871
H -0.62315 -2.18571 1.48983 0.0575
H -1.24776 -0.95925 -1.37376 0.0879
H -0.63652 1.09623 0.49580 0.1249
H -1.29662 0.00277 1.79575 0.0970
H -3.20460 1.54060 -1.01264 0.0538
H -3.14042 2.25016 1.16470 0.0289
H -5.51840 -1.98950 0.77878 0.1930
C -2.62096 4.00610 4.52406 0.0665
N -2.15193 3.08768 3.45378 -0.4221
O -1.78663 1.97642 3.78629 0.0727
O -2.16623 3.51598 2.30699 0.0025
H -2.55186 3.49297 5.48063 0.1052
H -1.97621 4.88378 4.50895 0.1127
H -3.65366 4.27010 4.30066 0.1089
C 0.76372 -1.14677 -4.61582 0.0624
N 0.28571 0.04656 -3.86888 -0.4265
O 0.25874 -0.02513 -2.64845 0.0186
O -0.04490 1.01145 -4.52911 0.0698
H 1.02296 -1.92599 -3.90247 0.0980
H -0.04649 -1.47258 -5.26663 0.1071
H 1.63717 -0.84519 -5.19265 0.1058
C -4.10601 -4.72047 2.90265 0.0314
N -5.16098 -5.74388 3.11825 -0.4497
O -6.32007 -5.36812 3.08377 0.0621
O -4.78791 -6.88409 3.31355 0.0769
H -4.58155 -3.75650 2.74225 0.0695
H -3.48147 -4.69867 3.79451 0.1050
H -3.53302 -5.01893 2.02611 0.1024
C -1.32534 3.18431 -7.35393 0.0493
N -0.84696 2.26322 -8.41792 -0.4333
O -0.47702 1.15119 -8.07486 0.0377
O -0.85907 2.68621 -9.55749 0.0783
H -1.25793 2.67569 -6.39437 0.0788
H -0.68543 4.06521 -7.36913 0.1049
H -2.35823 3.44227 -7.58250 0.1035
C 0.51700 -0.93255 5.17462 0.0370
N 0.76204 -1.86889 4.04599 -0.4407
O 1.72808 -1.65312 3.33549 0.0568
O -0.02503 -2.78924 3.91109 0.0531
H 1.29145 -0.16822 5.17099 0.0939
H -0.46509 -0.48682 5.02447 0.0970
H 0.55078 -1.51180 6.09563 0.0957
C 4.53868 -0.99866 1.27656 0.0412
N 5.09027 -1.77643 0.13687 -0.4406
O 4.29500 -2.26400 -0.64531 0.0682
O 6.30257 -1.86902 0.06939 0.0567
H 3.45302 -1.00075 1.20959 0.0784
H 4.86908 -1.48195 2.19463 0.1044
H 4.92819 0.01551 1.20122 0.1019
C 2.17282 0.36304 -9.18223 0.0269
N 3.58461 -0.07987 -9.04265 -0.4487
O 3.89525 -0.64369 -8.00590 0.0484
O 4.32944 0.15308 -9.97523 0.0711
H 1.63029 0.09092 -8.28153 0.0654
H 2.17926 1.44347 -9.31684 0.1013
H 1.75407 -0.14095 -10.05164 0.1090
C 2.23516 -0.17418 8.99521 0.0517
N 1.30003 0.57512 8.11549 -0.4480
O 1.74004 1.54559 7.52602 0.0647
O 0.15476 0.16151 8.04753 0.0427
H 3.21109 0.30456 8.95740 0.0999
H 1.82974 -0.14516 10.00540 0.1068
H 2.29109 -1.19539 8.62106 0.1015
C -5.53808 4.06843 -1.01589 0.0524
N -4.96412 3.29657 -2.14945 -0.4406
O -5.74058 2.81029 -2.94281 0.1076
O -3.74179 3.20819 -2.20040 -0.0020
H -6.62246 4.06155 -1.10091 0.1060
H -5.22043 3.58379 -0.09357 0.0792
H -5.15181 5.08456 -1.08171 0.1103
C 9.25922 -0.72412 0.15432 0.0261
N 10.55112 -0.42459 0.82506 -0.4518
O 10.81751 -1.05337 1.83384 0.0632
O 11.25057 0.43106 0.31448 0.0611
H 8.74450 -1.50031 0.71489 0.0767
H 8.67494 0.19447 0.14222 0.0982
H 9.48419 -1.06275 -0.85570 0.1051

***

# 3
7
Properties=species:S:1:pos:R:3:lowdin_charge:R:1 method="wB97M-V/def2-TZVPD" orbital_gap_ev=11.76 smiles="NO[N+](=O)[O-]" charge=0 e_tot_ha=-336.2363 homo_energy_ev=-11.414 e_lumo_ev=0.343 relative_energy_kj_mol=75.44 fmax_ev_per_a=3.08
N -0.62638 0.16929 1.22777 0.0950
N 0.33669 -0.30196 -0.97576 -0.4457
O 0.99479 0.65701 -0.76154 0.1015
O 0.24916 -0.88000 -2.01370 0.1287
O -0.55239 -0.75514 0.04904 -0.0604
H 0.32056 0.05096 1.69426 0.1155
H -0.72243 1.05984 0.77993 0.0653

***

# 4
33
Properties=species:S:1:pos:R:3:lowdin_charge:R:1 method="wB97M-V/def2-TZVPD" orbital_gap_ev="6.31 / 5.75" s_squared=2.014 charge=-1 multiplicity=3 e_tot_ha=-947.4038 homo_energy_ev="-3.759 / -3.722" e_lumo_ev="2.551 / 2.029" relative_energy_kj_mol=55.55 fmax_ev_per_a=3.66
C -0.53817 1.48695 -2.35578 -0.2141
C 0.80003 1.22315 -1.95411 -0.1929
C 0.85979 1.19783 -0.58240 -0.2019
C -0.51321 1.37323 -0.06517 -0.2857
C -1.34564 1.64574 -1.25584 -0.1876
Au -0.86482 -0.88782 0.28854 0.7442
N -3.70637 -0.21182 0.87514 0.0410
C 0.58929 -2.25995 -0.62013 -0.2762
C 1.87742 -2.03720 -0.64258 -0.0604
H 1.71029 0.92759 0.03081 0.0723
H 1.66017 1.05995 -2.65255 0.0886
H -0.78015 1.71932 0.93508 0.0626
H -2.42127 1.81344 -1.23711 0.0675
H -0.84462 1.60778 -3.41296 0.0772
H 2.39019 -1.65026 -1.59786 0.0901
H -0.13511 -2.47059 0.26560 0.0145
H -3.10122 -0.95466 0.26529 -0.1019
H 2.32517 -2.00712 0.41462 0.0914
H -0.22278 -2.26131 -1.29499 0.0126
C -1.38922 0.91976 3.97847 -0.2003
Si 0.29221 0.10756 3.60412 0.1592
C 1.63120 0.91158 4.69318 -0.2012
C 0.14614 -1.70369 4.18083 -0.2063
O 0.66571 0.15241 2.06263 -0.4707
H -1.59874 0.91056 5.06084 0.0103
H -2.20245 0.39058 3.45564 -0.0021
H -1.40157 1.96800 3.64025 0.0156
H 1.42687 0.79084 5.76583 0.0072
H 2.61456 0.46490 4.48797 0.0134
H 1.71668 1.98682 4.48554 0.0124
H -0.69716 -2.20573 3.69074 0.0043
H 1.06005 -2.26124 3.93769 0.0115
H -0.00566 -1.74519 5.26615 0.0052

***

# 5
45
Properties=species:S:1:pos:R:3:lowdin_charge:R:1 method="wB97M-V/def2-TZVPD" orbital_gap_ev=6.09 charge=0 e_tot_ha=-4096.1003 homo_energy_ev=-6.914 e_lumo_ev=-0.824 relative_energy_kj_mol=0.00 fmax_ev_per_a=3.16
C 1.12381 -3.04313 -2.72877 -0.1732
C 2.55647 -2.71706 -2.30851 -0.5296
P 3.09640 -3.50991 -0.73059 0.7305
C 3.03143 -5.33169 -0.99613 -0.5007
C 1.69915 -6.02819 -0.65897 -0.1845
Nb 2.09217 -2.64069 1.40919 0.5370
Br 3.24783 -4.56066 2.70224 -0.0554
I 0.97206 -0.37498 0.16965 0.2896
C 0.82860 -2.03003 3.26951 -0.8437
F 0.87821 -2.90332 4.28482 -0.0095
F 1.14706 -0.85223 3.81221 -0.0069
F -0.50061 -1.93392 3.00224 -0.0536
H 1.09072 -3.13065 -3.80430 0.0594
H 0.42649 -2.26989 -2.45097 0.0253
H 0.78161 -3.96911 -2.30590 0.0392
H 3.21695 -3.07721 -3.09062 0.0550
H 2.73048 -1.66273 -2.22073 0.0118
H 3.81752 -5.81880 -0.45162 0.0427
H 3.24605 -5.52053 -2.03852 0.0556
H 1.79058 -6.51171 0.29451 0.0466
H 1.53810 -6.82071 -1.37420 0.0590
H 0.85755 -5.36492 -0.64494 0.0159
H 3.42895 -1.51114 1.97601 -0.1277
H 0.58039 -3.61639 1.09384 -0.0839
C -1.24347 5.36889 -0.09016 0.0137
N -2.42959 4.51742 0.25408 -0.3683
C -3.65578 5.25225 -0.17058 -0.0002
C -2.47454 4.30570 1.72821 0.0198
C -2.42281 3.19126 -0.48216 -0.0971
C -1.29618 2.24900 -0.14503 -0.3099
O -0.05494 2.84068 -0.47842 -0.1216
H -1.45003 6.37980 0.25877 0.1089
H -0.36779 4.98516 0.41274 0.1025
H -1.10645 5.35993 -1.16587 0.1163
H -3.69196 6.20117 0.35675 0.1090
H -4.52706 4.65201 0.07821 0.1121
H -3.60468 5.41910 -1.24291 0.1144
H -1.55544 3.82481 2.04624 0.1123
H -3.33201 3.68118 1.96638 0.1193
H -2.56641 5.27566 2.20998 0.1137
H -2.40968 3.43941 -1.54324 0.1430
H -3.37007 2.71060 -0.24101 0.1414
H -1.43684 1.33662 -0.73085 0.0919
H -1.31687 1.96495 0.91097 0.1103
H 0.63461 2.24400 -0.14156 -0.0305